[1]
Molecular formula: C21H20Cl3F5KNO5P2S
Method: DFT, ωB97M-V with the def2-TZVPD basis set

Last column: Mulliken charge in e.
Positions of all 59 atoms, in Å:
K1 1.0779 1.4902 -0.0312  1.16
C1 0.4692 1.2505 4.4416  -1.63
P1 0.0201 0.4318 2.8606  1.23
C2 -1.8013 0.6810 2.8553  -1.18
C3 0.0198 -1.3573 3.3378  0.20
C4 0.1162 -1.7975 4.6553  -0.48
C5 0.0773 -3.1492 4.9684  -0.64
C6 -0.0597 -4.0904 3.9610  -0.82
C7 -0.1362 -3.6654 2.6423  -0.38
C8 -0.0903 -2.3145 2.3150  -0.14
P2 -0.0747 -1.7138 0.5640  0.91
C9 -1.2911 -2.8126 -0.2677  -1.49
C10 1.4752 -2.5036 -0.0171  -1.23
H1 -0.1905 1.0078 5.2782  0.42
H2 0.4208 2.3236 4.2501  0.38
H3 1.5044 1.0079 4.6831  0.40
H4 -2.2663 0.3452 3.7856  0.43
H5 -2.2236 0.1312 2.0127  0.28
H6 -2.0054 1.7357 2.6695  0.38
H7 0.2266 -1.0793 5.4578  0.23
H8 0.1547 -3.4685 6.0015  0.37
H9 -0.0926 -5.1464 4.2024  0.37
H10 -0.2194 -4.4001 1.8489  0.25
H11 -1.0972 -3.8763 -0.1143  0.43
H12 -1.2195 -2.5934 -1.3354  0.38
H13 -2.3005 -2.5682 0.0657  0.34
H14 1.4760 -3.5799 0.1720  0.41
H15 2.3372 -2.0402 0.4633  0.29
H16 1.5306 -2.3084 -1.0899  0.35
Cl1 -4.2165 2.6964 -2.2493  -0.15
C11 -3.2607 2.2698 -0.8187  0.47
Cl2 -2.6469 0.6111 -1.0208  -0.06
Cl3 -4.3453 2.3134 0.6072  -0.18
C12 -2.0119 3.2462 -0.5609  0.17
O1 -1.9181 4.1954 -1.3338  -0.69
O2 -1.3106 2.8522 0.3842  -0.55
F1 3.7615 0.9870 0.4696  -0.31
C13 3.4325 1.5721 1.7421  -0.46
F2 3.2853 0.4142 2.5634  -0.33
C14 4.7752 2.1150 2.2047  0.85
F3 5.8232 1.2428 2.2076  -0.30
F4 5.1738 3.1532 1.4351  -0.29
F5 4.6917 2.5793 3.4742  -0.28
O3 1.3660 -1.2914 -6.5313  -0.72
S1 0.2438 -1.2466 -5.6179  1.15
O4 -0.8608 -2.1257 -5.9368  -0.70
N1 0.7154 -1.3879 -4.0878  -0.57
C15 0.5057 -0.2619 -3.3917  0.09
O5 0.7870 -0.0751 -2.2035  -0.30
C16 -0.1637 0.8267 -4.2078  0.36
C17 -0.5883 2.0718 -3.7829  -0.40
C18 -1.2171 2.9002 -4.7033  -0.75
C19 -1.4085 2.4811 -6.0181  -0.33
C20 -0.9877 1.2239 -6.4403  -0.57
C21 -0.3692 0.4159 -5.5067  -0.06
H17 -0.4580 2.3911 -2.7571  0.48
H18 -1.5813 3.8673 -4.3809  0.48
H19 -1.9074 3.1399 -6.7197  0.36
H20 -1.1467 0.8826 -7.4553  0.39

Values from the calculation:
* HOMO-LUMO gap: 6.83 eV
* net charge: -2
* energy relative to the best compared isomer or geometry (same formula, charge and spin): 28.54 kJ/mol

=====

[2]
Molecular formula: C7H14N2
Method: DFT, ωB97M-V with the def2-TZVPD basis set

Last column: Mulliken charge in e.
Positions of all 23 atoms, in Å:
C1 -1.2488 1.5019 -0.9146  -1.40
C2 -1.2600 0.1967 -0.2309  1.10
C3 -1.9555 0.1428 1.1067  -1.67
C4 -0.4450 -0.8180 -0.6162  0.18
N1 0.1794 -0.8879 -1.8729  -0.65
N2 -0.2879 -2.0057 0.1258  -0.46
H1 -1.0834 1.4279 -1.9857  0.34
H2 -2.1741 2.0518 -0.7588  0.48
H3 -0.2613 2.0409 -0.5202  -0.03
H4 -2.7708 -0.5870 1.1052  0.38
H5 -1.2669 -0.1162 1.9126  0.32
H6 -2.3832 1.1127 1.3505  0.40
H7 1.0169 -1.4556 -1.8418  0.26
H8 0.4120 0.0229 -2.2406  0.25
H9 -1.0020 -2.1402 0.8265  0.22
H10 -0.2459 -2.8215 -0.4726  0.22
C5 1.6148 1.8242 0.0197  -0.49
C6 1.8674 0.7014 0.4108  0.40
C7 2.2852 -0.4995 1.1071  -1.12
H11 1.8409 2.7796 -0.3771  0.44
H12 3.0306 -0.2603 1.8648  0.35
H13 2.7064 -1.2372 0.4080  0.22
H14 1.4313 -0.9738 1.5936  0.27

Values from the calculation:
* SMILES string: CC(C)=C(N)N.C#CC
* HOMO-LUMO gap: 8.05 eV
* energy relative to the best compared isomer or geometry (same formula, charge and spin): 266.94 kJ/mol

=====

[3]
Molecular formula: C2H8Br3ClO2STa
Method: DFT, ωB97M-V with the def2-TZVPD basis set

Last column: Mulliken charge in e.
Positions of all 18 atoms, in Å:
O1 1.5617 2.9997 1.7925  -0.52
S1 0.8988 1.9325 2.4273  0.86
O2 0.0780 2.3262 3.5205  -0.64
C1 0.0029 1.0239 1.2474  -1.11
Ta1 1.4371 0.2216 -0.4269  1.00
Cl1 1.4730 2.4615 -1.5128  -0.47
H1 1.8432 1.0525 2.8096  0.10
H2 -0.7248 1.7058 0.8305  0.37
H3 -0.4724 0.2322 1.8127  0.34
H4 0.0647 -0.2221 -1.5998  -0.31
H5 2.6888 -0.4082 -1.6441  -0.16
H6 2.8746 0.7126 0.6688  -0.16
H7 1.3394 -1.4145 0.3772  -0.26
C2 -2.7283 -2.5191 -2.0934  -0.31
Br1 -2.2071 -4.3235 -1.6621  -0.03
Br2 -2.5947 -1.3714 -0.5598  0.03
Br3 -1.7667 -1.8582 -3.6161  -0.01
H8 -3.7682 -2.5515 -2.3715  0.30

Values from the calculation:
* HOMO-LUMO gap: 7.63 eV
* net charge: -1

=====

[4]
Molecular formula: CH2OPS2
Method: DFT, ωB97M-V with the def2-TZVPD basis set

Last column: Mulliken charge in e.
Positions of all 7 atoms, in Å:
O1 -0.1091 -1.6467 -1.1066  -0.56
C1 -0.5222 -0.5396 -0.9115  0.31
S1 -1.4427 0.6147 -1.6936  -0.48
P1 0.3177 0.2907 0.5916  0.17
S2 1.7463 1.5480 0.4411  -0.48
H1 -0.7596 0.5524 1.2715  0.01
H2 0.7695 -0.8195 1.4075  0.03

Values from the calculation:
* SMILES string: [O-]C(=S)[PH2]=S
* HOMO-LUMO gap: 7.55 eV
* net charge: -1
* energy relative to the best compared isomer or geometry (same formula, charge and spin): 0.00 kJ/mol

=====

[5]
Molecular formula: C33H33IrN4O2S4
Method: DFT, ωB97M-V with the def2-TZVPD basis set

Last column: Mulliken charge in e.
Positions of all 77 atoms, in Å:
Ir1 -0.0908 0.8180 -0.0492  1.08
C1 -0.0829 3.6804 0.6095  -1.65
N1 -0.5601 2.7844 -0.4937  -0.21
C2 0.1510 3.0581 -1.7731  -1.19
C3 1.5386 2.4495 -1.7242  1.49
C4 2.6431 3.0338 -2.3059  -0.99
C5 3.8775 2.4017 -2.1919  -0.60
C6 3.9733 1.2237 -1.4715  -1.24
C7 2.8295 0.6940 -0.8990  -0.05
N2 1.6394 1.2776 -1.0569  0.66
C8 -2.0491 2.8013 -0.5944  -1.32
C9 -2.6188 1.9977 0.5533  1.08
C10 -3.8065 2.3182 1.1733  -0.83
C11 -4.2538 1.5245 2.2253  -0.64
C12 -3.4823 0.4560 2.6411  -1.05
C13 -2.2948 0.1907 1.9813  -0.15
N3 -1.8880 0.9282 0.9452  0.33
C14 0.6977 2.9569 1.6788  1.15
C15 1.2769 3.6417 2.7299  -1.07
C16 1.9731 2.9299 3.6943  -0.45
C17 2.0779 1.5530 3.5736  -1.26
C18 1.4808 0.9240 2.5001  -0.32
N4 0.8014 1.6226 1.5767  0.27
H1 -0.9480 4.1618 1.0677  0.63
H2 0.5319 4.4764 0.1864  0.65
H3 0.1991 4.1277 -1.9865  0.57
H4 -0.4318 2.5841 -2.5605  -0.16
H5 2.5466 3.9733 -2.8331  0.58
H6 4.7560 2.8421 -2.6440  0.45
H7 4.9203 0.7210 -1.3371  0.55
H8 2.8256 -0.2047 -0.2929  0.70
H9 -2.3148 2.3228 -1.5361  0.24
H10 -2.4400 3.8206 -0.5913  0.65
H11 -4.3742 3.1783 0.8449  0.56
H12 -5.1876 1.7546 2.7203  0.45
H13 -3.7848 -0.1729 3.4658  0.56
H14 -1.6464 -0.6285 2.2600  0.51
H15 1.1814 4.7178 2.7905  0.57
H16 2.4311 3.4467 4.5268  0.46
H17 2.6170 0.9620 4.2999  0.59
H18 1.5201 -0.1446 2.3253  0.66
C19 -1.4822 0.5885 -4.3315  -1.21
S1 -0.6251 -0.3755 -3.0934  0.65
C20 -1.5036 -1.9026 -3.3409  -0.86
O1 -1.1876 0.1952 -1.7650  -1.11
H19 -1.3187 0.1088 -5.2966  0.54
H20 -1.0641 1.5918 -4.3648  0.36
H21 -2.5451 0.6137 -4.0937  0.34
H22 -1.2361 -2.2759 -4.3293  0.53
H23 -2.5738 -1.7112 -3.2668  0.51
H24 -1.1746 -2.6075 -2.5809  0.00
O2 0.6612 -0.9509 0.6001  0.21
C21 0.3973 -2.3326 0.5161  3.69
C22 -1.0481 -2.6897 0.8600  -1.09
C23 -2.1627 -2.2664 0.1893  -0.11
C24 -3.3649 -2.8410 0.6754  -1.18
C25 -3.1369 -3.7125 1.6984  -0.60
S2 -1.4798 -3.8175 2.0829  -0.06
C26 1.3710 -2.9228 1.5327  -0.75
C27 1.3370 -2.7791 2.8914  -0.70
C28 2.4783 -3.3253 3.5358  -1.02
C29 3.3596 -3.8661 2.6500  -0.52
S3 2.8146 -3.7115 1.0396  -0.06
C30 0.6970 -2.9272 -0.8554  -0.42
C31 1.5165 -2.4492 -1.8337  -0.51
C32 1.6662 -3.3477 -2.9297  -0.78
C33 0.9561 -4.4937 -2.7534  -0.63
S4 0.1112 -4.4956 -1.2667  -0.07
H25 -2.1238 -1.5596 -0.6260  0.54
H26 -4.3473 -2.6336 0.2755  0.50
H27 -3.8580 -4.3016 2.2423  0.51
H28 0.5222 -2.3032 3.4203  0.59
H29 2.6246 -3.3372 4.6060  0.45
H30 4.2893 -4.3688 2.8622  0.49
H31 2.0188 -1.4980 -1.7705  0.54
H32 2.2828 -3.1543 -3.7960  0.47
H33 0.8934 -5.3448 -3.4127  0.49

Values from the calculation:
* HOMO-LUMO gap: 7.30 eV
* net charge: +2
* energy relative to the best compared isomer or geometry (same formula, charge and spin): 11.08 kJ/mol

=====

[6]
Molecular formula: C24H25N3O4
Method: DFT, ωB97M-V with the def2-TZVPD basis set

Last column: Mulliken charge in e.
Positions of all 56 atoms, in Å:
C1 -1.1453 3.0417 0.3256  -0.71
C2 0.2065 3.7010 0.0725  -0.81
N1 1.3038 2.7806 0.3576  0.52
C3 1.5765 2.5229 1.6601  0.64
O1 1.1466 3.1912 2.5757  -0.64
C4 2.2860 1.1822 1.9426  -1.12
N2 1.2147 0.2230 2.0339  0.22
C5 0.5722 -0.2853 0.9627  -0.79
C6 -0.5494 -0.9913 1.3559  0.00
C7 -1.5165 -1.6178 0.4955  0.35
O2 -2.4475 -2.3122 0.8744  -0.70
C8 -1.3561 -1.2570 -0.9822  1.06
O3 -1.2075 -0.0870 -1.3147  -0.65
N3 -1.3902 -2.2578 -1.8785  0.07
C9 -1.6418 -3.6564 -1.6120  -0.57
C10 -2.9642 -4.0537 -2.2807  -0.59
O4 -2.9365 -3.7839 -3.6640  -0.39
C11 -2.7058 -2.4160 -3.9108  -0.67
C12 -1.3767 -1.9620 -3.2988  -0.61
C13 -0.5914 -0.9005 2.7920  0.14
C14 -1.4646 -1.3914 3.7563  -0.39
C15 -1.2165 -1.0804 5.0765  -0.69
C16 -0.1264 -0.2901 5.4441  -0.70
C17 0.7529 0.2080 4.5043  -0.81
C18 0.5137 -0.1091 3.1750  0.33
C19 2.0521 2.2780 -0.7274  -0.25
C20 1.4199 1.7040 -1.8263  0.03
C21 2.1753 1.2467 -2.8918  -0.71
C22 3.5553 1.3598 -2.8776  -0.58
C23 4.1851 1.9427 -1.7903  -0.67
C24 3.4397 2.4075 -0.7225  -0.39
H1 -1.9432 3.7287 0.0571  0.42
H2 -1.2428 2.7929 1.3797  0.30
H3 -1.2552 2.1292 -0.2561  0.02
H4 0.2983 4.0212 -0.9664  0.45
H5 0.3199 4.5700 0.7275  0.40
H6 2.9767 0.8853 1.1536  0.55
H7 2.8048 1.2435 2.8998  0.38
H8 0.9538 -0.1348 -0.0288  0.94
H9 -1.6986 -3.8451 -0.5428  0.40
H10 -0.8243 -4.2432 -2.0482  0.30
H11 -3.1382 -5.1258 -2.1809  0.34
H12 -3.7857 -3.5028 -1.8002  0.34
H13 -2.6928 -2.2976 -4.9954  0.36
H14 -3.5227 -1.8129 -3.4865  0.35
H15 -1.2382 -0.8874 -3.4231  0.29
H16 -0.5484 -2.5043 -3.7671  0.35
H17 -2.3083 -1.9951 3.4629  0.55
H18 -1.8786 -1.4490 5.8457  0.40
H19 0.0289 -0.0593 6.4874  0.40
H20 1.5807 0.8341 4.7983  0.33
H21 0.3477 1.5893 -1.8354  0.46
H22 1.6785 0.7937 -3.7368  0.42
H23 4.1386 0.9999 -3.7115  0.40
H24 5.2598 2.0471 -1.7771  0.40
H25 3.9249 2.8850 0.1171  0.52

Values from the calculation:
* SMILES string: CCN(C(=O)Cn1cc(C(=O)C(=O)N2CCOCC2)c2ccccc21)c1ccccc1
* HOMO-LUMO gap: 8.48 eV
* energy relative to the best compared isomer or geometry (same formula, charge and spin): 199.18 kJ/mol